Molecular formula: C22H12BI2N2O5S2Zn
Method: DFT, wB97M-V/def2-TZVPD

LUMO level = 2.1 eV
Electronic energy = -123198.59368 eV
Relative energy (zero: lowest compared OMol25 entry of this formula, charge and spin) = 30.7 kJ/mol
Total charge = -1
HOMO = -4.78 eV

Each line ends with the Löwdin charge.
Atoms and positions in Å:
Zn: -0.542 0.396 -0.064  0.701
I: -0.416 5.460 0.604  0.861
C: -0.418 3.934 2.041  -0.635
C: -0.221 4.242 3.381  -0.244
C: -0.186 3.239 4.320  -0.662
I: 0.098 3.787 6.343  0.826
C: -0.324 1.888 3.944  -0.210
C: -0.254 0.786 4.824  -0.050
C: -0.397 -0.487 4.347  -0.047
C: -0.591 -0.683 2.973  -0.105
N: -0.646 0.315 2.126  0.080
C: -0.534 1.587 2.570  -0.129
C: -0.614 2.628 1.560  -0.443
O: -0.837 2.357 0.333  -0.174
H: -0.100 5.273 3.683  0.072
H: -0.077 0.964 5.876  0.052
H: -0.356 -1.336 5.016  0.101
H: -0.694 -1.679 2.554  0.102
O: 2.267 -0.488 -1.371  0.117
B: 1.427 0.160 -0.455  -0.451
O: 2.251 0.748 0.536  0.100
C: 3.541 0.441 0.226  -0.216
C: 4.705 0.762 0.891  0.001
C: 5.895 0.286 0.345  -0.110
C: 5.905 -0.476 -0.817  -0.111
C: 4.724 -0.794 -1.485  -0.004
C: 3.550 -0.319 -0.943  -0.217
H: 4.689 1.359 1.793  0.116
H: 6.832 0.515 0.837  0.093
H: 6.848 -0.835 -1.211  0.092
H: 4.721 -1.389 -2.390  0.114
O: -4.008 1.274 -1.311  -0.286
S: -3.784 0.428 -0.176  0.638
O: -3.875 1.017 1.131  -0.286
N: -2.376 -0.420 -0.327  -0.202
C: -2.566 -1.742 -0.387  -0.856
S: -1.342 -2.862 -0.396  0.635
C: -4.002 -2.117 -0.398  -0.237
C: -4.535 -3.391 -0.520  -0.034
C: -5.916 -3.525 -0.540  -0.076
C: -6.742 -2.410 -0.435  -0.081
C: -6.207 -1.135 -0.304  -0.041
C: -4.834 -1.016 -0.285  -0.202
H: -3.870 -4.240 -0.599  0.092
H: -6.362 -4.506 -0.640  0.100
H: -7.818 -2.532 -0.458  0.100
H: -6.843 -0.264 -0.217  0.119

Molecular formula: C9H22N3O
Method: DFT, wB97M-V/def2-TZVPD

LUMO level = -3.9 eV
Electronic energy = -16199.79137 eV
Relative energy (zero: lowest compared OMol25 entry of this formula, charge and spin) = 213.6 kJ/mol
Total charge = +1
HOMO = -13.90 eV
SMILES = CCCCON/C(N)=[NH+]/[C@H](C)CC

Each line ends with the Löwdin charge.
Atoms and positions in Å:
C: 5.053 1.095 0.736  -0.093
C: 3.653 0.732 0.214  -0.259
C: 3.687 -0.051 -1.097  -0.193
C: 2.338 -0.172 -1.774  -0.180
O: 1.667 -1.289 -1.142  -0.126
N: 0.306 -1.282 -1.488  0.054
C: -0.443 -1.060 -0.326  -0.298
N: 0.004 -1.491 0.911  0.182
N: -1.554 -0.424 -0.512  0.179
C: -2.603 -0.114 0.491  -0.343
C: -3.431 -1.356 0.800  -0.025
C: -3.434 1.039 -0.062  -0.220
C: -4.467 1.544 0.940  -0.082
H: 5.286 0.583 1.669  0.072
H: 5.828 0.823 0.016  0.072
H: 5.145 2.165 0.921  0.072
H: 3.057 1.638 0.068  0.104
H: 3.134 0.127 0.965  0.098
H: 4.064 -1.062 -0.913  0.128
H: 4.386 0.414 -1.797  0.123
H: 1.733 0.728 -1.621  0.119
H: 2.419 -0.369 -2.844  0.124
H: 0.094 -2.191 -1.896  0.169
H: -0.718 -1.962 1.444  0.104
H: 0.464 -0.785 1.475  0.126
H: -1.721 -0.114 -1.466  0.179
H: -2.077 0.232 1.386  0.151
H: -2.819 -2.240 0.990  0.075
H: -4.031 -1.178 1.691  0.095
H: -4.110 -1.579 -0.026  0.100
H: -3.939 0.700 -0.974  0.123
H: -2.761 1.854 -0.346  0.121
H: -4.019 1.737 1.917  0.087
H: -4.905 2.475 0.584  0.084
H: -5.284 0.833 1.067  0.080

Molecular formula: C8H9Cl3Si
Method: DFT, wB97M-V/def2-TZVPD

LUMO level = -0.2 eV
Electronic energy = -53884.29329 eV
Relative energy (zero: lowest compared OMol25 entry of this formula, charge and spin) = 642.3 kJ/mol
HOMO = -7.80 eV
SMILES = Cl/C=[Si](/CCl)c1ccccc1.Cl

Each line ends with the Löwdin charge.
Atoms and positions in Å:
C: 0.837 -3.345 -0.066  -0.072
C: -0.518 -3.100 -0.294  -0.087
C: 1.599 -2.276 0.302  -0.089
C: -1.088 -1.859 -0.244  -0.098
C: 1.117 -0.934 0.391  -0.078
C: -0.234 -0.768 0.056  -0.301
C: 0.189 2.499 0.588  -0.530
C: -2.715 1.353 0.277  -0.738
Si: -0.966 0.953 0.302  0.765
Cl: 1.011 2.776 -1.132  0.330
Cl: -3.838 0.058 0.174  0.527
Cl: -0.703 5.482 -1.493  0.355
H: 1.183 -4.395 0.031  0.123
H: -1.197 -3.814 -0.539  0.074
H: 2.607 -2.489 0.558  0.091
H: -2.152 -1.483 -0.320  0.038
H: 1.800 -0.207 0.789  0.094
H: 1.096 2.357 1.123  -0.013
H: -0.180 3.521 0.690  -0.008
H: -3.096 2.149 0.775  -0.069
H: -1.857 5.775 -1.331  -0.313

Molecular formula: C26H20F3NOPS
Method: DFT, wB97M-V/def2-TZVPD

LUMO level = 2.6 eV
Electronic energy = -59104.23131 eV
Relative energy (zero: lowest compared OMol25 entry of this formula, charge and spin) = 0.0 kJ/mol
Total charge = -1
HOMO = -3.45 eV

Each line ends with the Löwdin charge.
Atoms and positions in Å:
F: -2.375 5.384 4.699  0.092
C: -1.430 5.625 3.743  -0.537
F: -1.604 6.911 3.316  0.092
F: -0.212 5.588 4.382  0.094
C: -1.471 4.631 2.621  -0.183
C: -0.961 5.001 1.373  -0.054
C: -0.579 4.014 0.489  -0.132
C: -0.796 2.639 0.800  -0.780
S: -0.243 1.442 -0.215  0.639
C: -1.510 2.322 1.996  -0.126
C: -1.863 3.316 2.888  -0.053
H: -0.846 6.050 1.120  0.108
H: -0.079 4.262 -0.442  0.085
H: -1.733 1.278 2.204  0.086
H: -2.418 3.085 3.793  0.108
C: -3.679 -1.659 0.905  -0.092
C: -3.146 -1.112 -0.265  -0.087
C: -1.925 -1.574 -0.760  -0.108
C: -1.233 -2.569 -0.066  -0.277
P: 0.449 -3.024 -0.543  0.639
C: 0.324 -3.552 -2.254  -0.271
C: 1.006 -2.880 -3.268  -0.074
C: 0.860 -3.307 -4.595  -0.087
C: 0.051 -4.408 -4.900  -0.098
C: -0.597 -5.105 -3.870  -0.093
C: -0.453 -4.687 -2.544  -0.072
N: 1.257 -1.542 -0.648  -0.035
C: 1.638 -0.878 0.377  -0.223
C: 2.566 0.243 0.307  -0.281
C: 3.185 0.720 1.479  -0.038
C: 4.082 1.783 1.410  -0.093
C: 4.349 2.400 0.179  -0.093
C: 3.731 1.928 -0.990  -0.084
C: 2.867 0.830 -0.935  -0.076
O: 1.056 -4.044 0.355  -0.336
C: -1.779 -3.152 1.086  -0.081
C: -3.015 -2.704 1.559  -0.097
H: -4.609 -1.264 1.315  0.097
H: -3.662 -0.313 -0.797  0.105
H: -1.499 -1.129 -1.660  0.099
H: 1.635 -2.026 -3.021  0.091
H: 1.387 -2.777 -5.387  0.097
H: -0.070 -4.734 -5.935  0.096
H: -1.208 -5.979 -4.098  0.097
H: -0.943 -5.233 -1.734  0.113
H: 1.326 -1.140 1.403  0.128
H: 2.948 0.231 2.426  0.111
H: 4.560 2.147 2.320  0.096
H: 5.047 3.239 0.124  0.095
H: 3.906 2.416 -1.951  0.098
H: 2.394 0.424 -1.832  0.101
H: -1.233 -3.948 1.598  0.101
H: -3.450 -3.170 2.444  0.095

The calculation returns the following Kohn-Sham gap values, one per record and in order: 6.92 9.98 7.61 6.04 eV.